(1)
DFT (ωB97M-V/def2-TZVPD) results for C25H29CuGeN4O2S2Se as an isolated structure.

XYZ file:
```
65
Properties=species:S:1:pos:R:3:nbo_charge:R:1
Cu -0.0364 0.1159 -1.7531 0.6919
S 1.8461 -1.1234 -1.5305 -0.3564
C 1.4758 -2.7474 -1.3238 0.1605
N 2.2916 -3.7348 -1.2296 -0.3767
N 1.7642 -4.9770 -0.9641 -0.4514
C 2.6555 -5.9159 -0.4012 0.1759
C 3.9967 -5.6173 -0.3514 -0.2717
C 4.8942 -6.5311 0.2987 -0.1962
C 4.4329 -7.6473 0.9341 -0.2774
C 3.0933 -7.9689 0.9422 -0.2234
C 2.2302 -7.1262 0.2332 -0.2554
N 0.1070 -3.1529 -0.8916 -0.2042
N -0.7733 -3.1148 -1.7941 -0.1130
C -2.0566 -3.5400 -1.3303 0.0818
C -2.1349 -4.7220 -0.6944 -0.2289
C -3.3997 -5.0604 -0.3234 -0.1992
C -4.5261 -4.3206 -0.6491 -0.2656
C -4.3162 -3.1016 -1.1817 -0.1776
C -3.0350 -2.6326 -1.5402 -0.2211
H 0.7921 -4.9131 -0.6685 0.3746
H 4.2767 -4.6136 -0.5766 0.2553
H 5.9744 -6.1936 0.4196 0.2009
H 5.1394 -8.3245 1.5187 0.1873
H 2.8572 -8.7855 1.5468 0.2004
H 1.1403 -7.3633 0.3466 0.1978
H -1.3049 -5.4815 -0.5588 0.2183
H -3.4375 -6.0184 0.2195 0.1906
H -5.5095 -4.7062 -0.3333 0.2042
H -5.1035 -2.3466 -1.3561 0.2089
H -3.0353 -1.6444 -2.0603 0.2885
O -0.3308 3.7123 -0.2454 -0.7648
C -0.5892 2.5079 -0.1948 0.7814
O 0.2727 1.5834 -0.2022 -0.8169
C -2.0508 2.1609 -0.0710 -0.1474
C -2.7456 2.7141 1.1090 -0.1684
C -4.1052 2.7435 1.2283 -0.2765
C -4.8821 2.2365 0.1410 -0.2390
C -4.2215 1.6618 -0.9321 -0.2390
C -2.8090 1.5841 -1.0823 -0.1436
S -2.1374 0.9184 -2.5457 -0.5059
H -2.1340 3.0277 1.8409 0.1875
H -4.5946 2.9473 2.1485 0.1869
H -5.9494 2.1262 0.2757 0.1859
H -4.8074 1.3723 -1.7978 0.1966
C 2.1441 7.2822 2.1216 -1.0670
Ge 1.1418 5.6237 1.3020 1.6549
C -0.4976 5.4648 2.1970 -1.1601
C 2.2198 4.1085 1.7919 -1.1161
C 0.8977 6.1416 -0.6936 -0.9597
Se 2.7191 5.7759 -1.4274 0.1729
C 2.4457 3.8737 -1.8425 -0.7759
H 3.2620 7.3658 2.2468 0.2139
H 1.7925 7.2790 3.1802 0.1983
H 1.7864 8.1258 1.6436 0.1977
H -0.3084 5.2496 3.2080 0.2123
H -0.9654 4.5711 1.6986 0.2794
H -1.1801 6.3148 2.0621 0.2227
H 2.2710 4.0280 2.8751 0.2135
H 3.2592 4.1802 1.4103 0.2319
H 1.8336 3.1900 1.4381 0.2648
H 0.7831 7.2419 -0.8112 0.2020
H 0.0872 5.6464 -1.2520 0.2667
H 1.6437 3.5443 -1.2324 0.2702
H 3.3285 3.3277 -1.6062 0.2102
H 2.1213 3.6776 -2.9296 0.2119
```

Computed properties:
Total charge = -2
E = -224622.126 eV

***

(2)
DFT (ωB97M-V/def2-TZVPD) results for one molecule with the formula C25H29IN6O7S.

XYZ file:
```
69
Properties=species:S:1:pos:R:3:nbo_charge:R:1
N 1.3551 -5.8852 1.5927 -0.8390
H 2.0514 -5.5315 0.9447 0.3632
H 1.6726 -5.6677 2.5313 0.3493
C 0.0634 -5.2766 1.3473 -0.2048
H -0.2567 -5.5601 0.3405 0.1754
H -0.6433 -5.7181 2.0566 0.1836
C 0.0122 -3.7454 1.4755 -0.4197
C -1.4174 -3.2382 1.3037 -0.4020
H -1.7436 -3.3925 0.2743 0.2109
C -1.6087 -1.7693 1.6806 -0.3859
H -1.1525 -1.5768 2.6541 0.2078
H -2.6795 -1.5653 1.7493 0.2259
C -1.0174 -0.7975 0.6585 -0.1559
N -1.0917 0.5568 1.1820 -0.6006
C -0.0601 1.4224 1.1689 0.6771
O 1.0248 1.1613 0.6843 -0.6283
C -0.3194 2.7425 1.8374 -0.1976
C 0.6863 3.2030 2.6766 -0.0941
C 0.5415 4.4208 3.3188 0.0154
C -0.5947 5.1959 3.1411 -0.1932
C -1.5799 4.7486 2.2844 -0.1682
C -1.4453 3.5379 1.6064 -0.0584
S -2.6937 3.0434 0.4285 0.2132
C -2.2702 4.0845 -1.0164 -0.5170
H -2.2578 5.1287 -0.7080 0.2637
H -3.1000 3.9100 -1.7000 0.2413
C -0.9330 3.7192 -1.6563 -0.1673
N -0.7789 2.2800 -1.6709 -0.6462
C 0.1201 1.5757 -2.3715 0.7040
O 0.9306 2.0700 -3.1344 -0.6569
C 0.0856 0.0715 -2.0609 -0.1584
N -1.2515 -0.3869 -1.7734 -0.6208
C -1.8356 -0.8464 -0.6438 0.6845
O -2.9908 -1.2145 -0.6600 -0.6164
H -1.8584 -0.4473 -2.5837 0.4048
H 0.7158 -0.0279 -1.1689 0.2724
C 0.7116 -0.7449 -3.2008 -0.4113
C 1.1771 -2.0811 -2.6988 -0.0575
C 2.4260 -2.1959 -2.0971 -0.1823
C 2.8728 -3.4076 -1.6147 -0.2924
C 2.0683 -4.5390 -1.7248 0.3725
C 0.8101 -4.4295 -2.3028 -0.3201
C 0.3724 -3.2076 -2.7829 -0.1850
H -0.6058 -3.1395 -3.2364 0.2133
H 0.1772 -5.3031 -2.3845 0.2116
O 2.5579 -5.7148 -1.2504 -0.6868
H 1.9040 -6.4183 -1.3450 0.4864
H 3.8448 -3.5050 -1.1579 0.2262
H 3.0572 -1.3236 -2.0130 0.2175
H 1.5535 -0.1719 -3.5923 0.2500
H -0.0211 -0.8659 -4.0014 0.2070
H -1.4016 1.7817 -1.0437 0.4338
C 0.2320 4.4472 -0.9288 0.6721
O 0.0290 5.2140 -0.0087 -0.6483
N 1.4323 4.1875 -1.4429 -0.8106
H 1.5460 3.5326 -2.2109 0.4330
H 2.2432 4.6068 -1.0170 0.4042
H -0.9191 4.0846 -2.6935 0.2372
I -3.2865 5.9474 2.0266 0.1933
H -0.6808 6.1400 3.6579 0.2641
N 1.5939 4.8995 4.1914 0.5311
O 1.4173 5.9586 4.7480 -0.3669
O 2.5765 4.2042 4.3097 -0.3668
H 1.5834 2.6174 2.8126 0.2595
H -1.9716 0.8187 1.6019 0.4135
H 0.0354 -1.0220 0.4728 0.2432
H -2.0710 -3.8328 1.9456 0.2076
H 0.3827 -3.4621 2.4651 0.1907
H 0.6736 -3.3007 0.7272 0.1983
```

Computed properties:
SMILES string = NCCCC[C@@H]1NC(=O)c2cc([N+](=O)[O-])cc(I)c2SC[C@@H](C(N)=O)NC(=O)[C@H](Cc2ccc(O)cc2)NC1=O
E = -68605.071 eV

***

Here are the calculated energy relative to the best compared isomer or geometry (same formula, charge and spin) numbers, same order: 199.1 5.6 (kJ/mol).
Here are the calculated maximum force numbers, same order: 0.090 0.026 (hartree/bohr).
Here are the calculated orbital gap numbers, same order: 6.07 7.92 (eV).